Entry 1:
The following is a DFT calculation (ωB97M-V/def2-TZVPD) of a 2-piece molecular cluster, H4S4 overall.

```
8
H4S4, DFT ωB97M-V/def2-TZVPD
S -2.0319 -0.8553 -1.4309
S -0.4145 0.1647 -2.1088
H -1.5038 -1.3606 -0.2971
H -0.7268 1.4422 -1.7987
S 0.4687 0.8979 2.1588
S 2.0144 -0.2445 1.5419
H -0.5438 0.3585 1.4401
H 2.3098 0.3174 0.3493
```

## Properties
molar mass	132.3	g mol⁻¹
Kohn-Sham gap (spin up / spin down)	0.364 / 0.126	hartree
net charge	+1
LUMO (spin up / spin down)	-4.38 / -9.68	eV
multiplicity	2
relative energy (zero: lowest compared OMol25 entry of this formula, charge and spin)	0.849	eV

=====

Entry 2:
The following is a DFT calculation (ωB97M-V/def2-TZVPD) of a 2-piece molecular cluster, C2H6N4O3 overall.

```
15
C2H6N4O3, DFT ωB97M-V/def2-TZVPD
C -1.5487 -1.1084 -0.7878
C 0.4197 -0.4257 0.5221
N 1.1179 0.3068 1.3331
N 3.1002 1.6289 0.2853
N -2.8364 -0.5942 -1.1426
N -0.8887 -0.2498 0.2160
O -1.1438 -2.1323 -1.2257
O 2.2064 1.9620 -0.4778
O 2.3145 0.3010 1.5135
H 0.9930 -1.0363 -0.0724
H 0.4697 1.0306 1.8936
H 3.7310 0.9068 -0.0304
H -3.3373 0.2048 -0.8533
H -3.2129 -1.3290 -1.7149
H -1.3845 0.5348 0.5412
```

## Properties
molar mass	134.1	g mol⁻¹
Kohn-Sham gap (spin up / spin down)	0.290 / 0.290	hartree
LUMO (spin up / spin down)	0.24 / 0.24	eV
relative energy (zero: lowest compared OMol25 entry of this formula, charge and spin)	5.494	eV

=====

In order of appearance, max |F| = 0.769; 6.988 eV/Å.